*P*
The following is a quantum chemistry calculation of 2 unconnected molecules or ions with the total composition C2H5NO2S, from the Open Molecules 2025 dataset.

Atoms and positions in Å:
O 3.1002 0.1054 0.1712
C 2.4699 0.0398 -0.9735
O 1.1607 0.1468 -0.8841
S 3.1305 0.0741 -2.4284
H 3.9628 -0.1803 0.0221
H 0.7208 -0.0497 -0.1081
C -1.3725 -0.5920 -0.8626
N -1.4695 -0.0889 0.2914
H -1.2184 -1.6996 -0.8055
H -1.1584 -0.0207 -1.8915
H -1.3705 0.8761 0.3660

- SMILES: OC(O)=S.C=N
- 2S+1: 1
- HOMO level: -9.08 eV
- Frontier orbital gap: 9.6 eV

*Q*
The following is a quantum chemistry calculation of 2 unconnected molecules or ions with the total composition C2H5NO2S, from the Open Molecules 2025 dataset.

Atoms and positions in Å:
C 0.0105 -1.9373 -0.0654
C -1.7237 -0.2883 0.1446
N -1.1495 -1.4698 0.3322
O 2.5066 -1.1973 -0.0792
O 0.7263 2.6826 -0.4006
S 1.1451 -0.7482 0.0015
H 1.4568 2.0051 -0.1985
H 0.0317 -3.0048 -0.1059
H -2.6371 -0.0555 0.7777
H 1.0339 3.4322 -0.0289
H -1.4005 0.5814 -0.3774

- 2S+1: 1
- HOMO level (spin up / spin down): -8.71 / -8.71 eV
- Frontier orbital gap (spin up / spin down): 7.8 / 7.8 eV

Energy relative to the most stable one, in hartree: *P* 0.0000; *Q* 0.0568

*P*
The following is a quantum chemistry calculation of C6H10O3 in the gas phase, from the Open Molecules 2025 dataset.

Atoms and positions in Å:
C 0.4175 -1.3883 2.5576
C 0.6931 -0.9724 1.1225
C -0.2786 -1.3325 -0.0203
C -1.0056 -0.1972 -0.4104
C -0.3580 1.0727 -0.4891
C -0.3070 1.2670 -1.9608
O -0.1942 2.7217 -2.2865
O 0.8870 1.0510 -0.1338
O 0.8112 0.4761 1.2042
H 0.0122 -2.4620 2.1588
H 1.5745 -1.6349 3.1129
H -0.3465 -0.7285 3.0270
H 1.5879 -1.4831 0.8074
H -0.5765 -2.2524 -0.3592
H -1.8706 -0.5593 -0.9495
H -1.1905 1.7960 -0.0660
H 0.5456 0.7029 -2.4560
H -1.1734 0.9433 -2.7367
H 0.7717 2.9799 -2.1223

- SMILES: C[C@H]1C=C[C@H](CO)OO1
- 2S+1: 1
- HOMO level: -9.15 eV
- Frontier orbital gap: 10.1 eV

*Q*
The following is a quantum chemistry calculation of 2 unconnected molecules or ions with the total composition C6H10O3, from the Open Molecules 2025 dataset.

Atoms and positions in Å:
C -1.1559 0.3194 0.5687
C -0.5131 0.0235 -0.8127
C 0.2469 0.5647 0.3253
C -0.9547 1.1659 -1.8448
C -0.2846 -1.3286 -1.3636
C 1.1600 -0.8647 1.5743
O -2.0540 0.4318 1.3873
O 1.0989 1.6171 0.6870
O 1.4917 -0.0907 2.7143
H -0.0794 1.4426 -2.5131
H -1.3130 2.0704 -1.3475
H -1.5445 0.7089 -2.5424
H -0.0989 -2.0177 -0.5335
H 0.5828 -1.1581 -1.9563
H -1.2799 -1.7063 -1.8242
H 2.1119 -1.2403 1.1478
H 0.3306 -1.6015 1.6301
H 1.6065 1.4358 1.5246
H 0.6488 0.2279 3.1787

- 2S+1: 1
- HOMO level: -8.26 eV
- Frontier orbital gap: 8.6 eV

Energy relative to the most stable one, in hartree: *P* 0.0792; *Q* 0.0000

*P*
The following is a quantum chemistry calculation of C6H10O3 in the gas phase, from the Open Molecules 2025 dataset.

Atoms and positions in Å:
C 1.5466 -0.1974 2.4126
C 1.2405 0.6098 1.1695
C 0.8527 -0.2381 -0.0605
O 1.0331 -1.4416 -0.1036
C 0.0618 0.3801 -1.1961
O 0.1590 1.8278 -1.2425
C -1.3678 -0.0487 -0.9426
C -2.1249 -1.0261 -1.8107
O -1.9274 0.4350 0.0109
H 2.3826 -0.8802 2.2356
H 0.6392 -0.7393 2.7418
H 1.8514 0.4417 3.2357
H 0.4059 1.3084 1.4034
H 2.1421 1.1671 0.8861
H 0.3911 -0.0656 -2.1428
H -0.2948 2.2382 -0.4851
H -2.9672 -1.4794 -1.2792
H -1.4802 -1.8399 -2.1745
H -2.5436 -0.4518 -2.6579

- SMILES: CCC(=O)[C@H](O)C(C)=O
- 2S+1: 1
- HOMO level: -9.72 eV
- Frontier orbital gap: 10.5 eV

*Q*
The following is a quantum chemistry calculation of 2 unconnected molecules or ions with the total composition C6H10O3, from the Open Molecules 2025 dataset.

Atoms and positions in Å:
C -0.9350 -2.4750 1.1892
C -0.3904 -1.0759 1.3235
C 1.1134 -1.1494 0.8956
C 0.2261 -0.2624 0.2742
C -0.3609 1.9929 -0.0112
C 0.3236 0.6474 -1.8093
H -1.9758 -2.4953 1.9591
H -1.0800 -2.6218 0.0501
H 0.2095 -3.2817 1.5498
H -0.5953 -0.6050 2.2694
H 1.2122 -2.1674 0.4017
H 2.0302 -0.7742 1.5041
H -1.5836 1.8012 -0.1181
H 0.0985 2.7994 0.5834
H 1.4692 0.1711 -2.1511
H -0.1166 0.1678 -2.7674
O 0.3773 0.9464 0.5994
O 0.0236 1.9643 -1.4496
O -0.3420 -0.2931 -0.9564

- 2S+1: 1
- HOMO level: -9.22 eV
- Frontier orbital gap: 10.1 eV

Energy relative to the most stable one, in hartree: *P* 0.0000; *Q* 0.2451

*P*
The following is a quantum chemistry calculation of a molecular structure, C26H36N2O5PdSSi, from the Open Molecules 2025 dataset.

Atoms and positions in Å:
Pd -1.5220 -0.9423 1.1088
C -5.2179 -0.3033 -0.0201
O -4.1878 -0.1127 0.9353
C -4.6582 0.4250 2.1522
C -3.5602 0.3045 3.1963
O -2.2794 0.6868 2.6964
C -2.1475 2.1170 2.5226
C -1.2718 2.4259 1.3368
O -1.7871 1.8962 0.1296
C -2.8528 2.6451 -0.4227
H -5.9573 -1.0261 0.3391
H -5.7282 0.6395 -0.2407
H -4.7521 -0.6771 -0.9291
H -4.9740 1.4644 2.0033
H -5.5382 -0.1246 2.5101
H -3.8117 0.9042 4.0760
H -3.4550 -0.7296 3.5227
H -3.1382 2.5538 2.3981
H -1.7072 2.5320 3.4324
H -1.1535 3.5150 1.2692
H -0.2760 2.0052 1.4681
H -2.5458 3.6799 -0.6059
H -3.1171 2.1780 -1.3694
H -3.7373 2.6490 0.2208
C 1.6561 -3.5085 3.7271
Si 1.2885 -2.7090 2.0698
C 2.7280 -1.6848 1.4829
C 0.7344 -3.9877 0.8218
C -0.2005 -1.6216 2.5531
H 2.4789 -4.2202 3.6079
H 0.8087 -4.0616 4.1336
H 1.9798 -2.7799 4.4730
H 3.6525 -2.1724 1.8057
H 2.7244 -0.6793 1.9071
H 2.7803 -1.5899 0.3979
H 1.6099 -4.5539 0.4905
H 0.2643 -3.5597 -0.0646
H 0.0433 -4.7045 1.2706
H 0.0811 -0.6310 2.9229
H -0.8001 -2.1134 3.3218
O -1.1681 -1.7425 -0.9376
C -0.1949 -0.9420 -1.0439
N 0.5780 -0.7178 -2.1061
C 1.5331 0.3608 -1.8087
C 1.1345 0.6793 -0.3296
O 1.6406 1.5284 0.3601
N 0.1370 -0.1894 0.0334
C 2.9731 -0.1178 -1.8383
C 3.9739 0.7675 -1.4399
C 5.2951 0.3567 -1.4103
C 5.6352 -0.9368 -1.7871
C 4.6451 -1.8154 -2.1937
C 3.3158 -1.4100 -2.2148
C 1.2666 1.5517 -2.7255
C 2.0469 1.7606 -3.8557
C 1.7510 2.7991 -4.7287
C 0.6765 3.6357 -4.4768
C -0.1088 3.4279 -3.3501
C 0.1824 2.3909 -2.4788
H 0.3393 -1.0248 -3.0346
H 3.7114 1.7752 -1.1466
H 6.0635 1.0490 -1.0923
H 6.6695 -1.2537 -1.7680
H 4.9012 -2.8227 -2.4951
H 2.5544 -2.1149 -2.5213
H 2.8964 1.1194 -4.0524
H 2.3664 2.9558 -5.6047
H 0.4517 4.4505 -5.1523
H -0.9482 4.0816 -3.1491
H -0.4396 2.2380 -1.6047
S -3.6514 -3.5542 1.7561
C -2.6809 -2.4144 1.5458

- Expectation value of S²: 0.75
- 2S+1: 2
- Net charge: +1
- HOMO level (spin up / spin down): -11.13 / -11.14 eV
- Frontier orbital gap (spin up / spin down): 7.0 / 6.4 eV

*Q*
The following is a quantum chemistry calculation of a molecular structure, C26H36N2O5PdSSi, from the Open Molecules 2025 dataset.

Atoms and positions in Å:
Pd -0.6502 -0.1076 -0.0490
C 0.2950 -1.6092 -3.2879
O 0.5745 -0.4303 -2.5497
C 1.9528 -0.2228 -2.3097
C 2.3632 -0.6562 -0.9212
O 1.6592 0.1429 0.0476
C 2.2843 0.1929 1.3432
C 1.6980 -0.7321 2.3771
O 0.3547 -0.3577 2.5913
C -0.2566 -1.0895 3.6373
H 0.7379 -1.5526 -4.2858
H -0.7869 -1.6765 -3.3836
H 0.6669 -2.5036 -2.7784
H 2.1381 0.8447 -2.4182
H 2.5623 -0.7532 -3.0471
H 3.4353 -0.4682 -0.8104
H 2.1668 -1.7148 -0.7367
H 2.1669 1.2202 1.6863
H 3.3483 -0.0163 1.2185
H 2.2778 -0.6142 3.3012
H 1.7635 -1.7810 2.0650
H 0.2581 -0.9155 4.5867
H -0.2536 -2.1635 3.4232
H -1.2840 -0.7403 3.7180
C -0.7951 5.1678 0.1600
Si 0.4094 3.7446 -0.0038
C 1.2562 3.7826 -1.6627
C 1.6460 3.7657 1.3928
C -0.7213 2.2508 0.1387
H -0.2754 6.1137 -0.0075
H -1.2388 5.1984 1.1560
H -1.6069 5.0942 -0.5647
H 1.7486 4.7452 -1.8137
H 0.5459 3.6414 -2.4794
H 2.0192 3.0108 -1.7377
H 2.1620 4.7266 1.4360
H 2.4064 2.9947 1.2672
H 1.1571 3.6107 2.3568
H -1.4198 2.1137 -0.6884
H -1.1294 2.0255 1.1262
O -2.2693 -2.4614 -0.0394
C -3.1059 -1.4477 -0.0813
N -4.4138 -1.6150 -0.1436
C -5.0557 -0.2881 -0.0597
C -3.8001 0.6287 -0.0539
O -3.8042 1.8216 -0.0399
N -2.6651 -0.2060 -0.0787
C -5.8680 0.0364 -1.3030
C -6.6689 1.1753 -1.2921
C -7.3695 1.5388 -2.4291
C -7.2775 0.7704 -3.5828
C -6.4795 -0.3615 -3.5954
C -5.7685 -0.7261 -2.4593
C -5.8413 -0.1906 1.2383
C -7.1094 -0.7633 1.2916
C -7.8220 -0.7700 2.4793
C -7.2771 -0.1969 3.6203
C -6.0174 0.3785 3.5700
C -5.2979 0.3800 2.3830
H -4.8691 -2.4721 0.1309
H -6.7431 1.7748 -0.3943
H -7.9921 2.4232 -2.4139
H -7.8291 1.0548 -4.4685
H -6.4079 -0.9669 -4.4888
H -5.1500 -1.6135 -2.4810
H -7.5475 -1.1890 0.3966
H -8.8076 -1.2142 2.5118
H -7.8385 -0.1919 4.5447
H -5.5940 0.8358 4.4541
H -4.3230 0.8509 2.3573
S 0.1701 -3.2549 -0.0223
C -0.8955 -2.0735 -0.0295

- Expectation value of S²: 0.76
- 2S+1: 2
- Net charge: +1
- HOMO level (spin up / spin down): -11.51 / -11.60 eV
- Frontier orbital gap (spin up / spin down): 8.4 / 6.9 eV

Energy relative to the most stable one, in hartree: *P* 0.0056; *Q* 0.0000

*P*
The following is a quantum chemistry calculation of 2 unconnected molecules or ions with the total composition C4H9O3, from the Open Molecules 2025 dataset.

Atoms and positions in Å:
C -0.3657 -0.4827 1.7884
O -0.1683 0.8505 1.5180
C 0.1268 -0.8368 3.1933
H 0.1572 -1.1242 1.0520
H -1.4446 -0.7516 1.7418
H 0.1162 -1.9148 3.4044
H -0.4678 -0.3156 3.9453
H 1.1633 -0.4992 3.2923
O 1.1936 -0.6068 -1.8301
C 0.2238 0.1211 -1.7450
O -0.9468 -0.2809 -2.3787
C 0.1225 1.3994 -1.0618
H -0.6488 -0.9868 -2.9733
H -0.7532 1.9707 -1.3574
H 1.0465 1.9526 -1.1950
H 0.0048 1.1357 0.1818

- 2S+1: 1
- Net charge: -1
- HOMO level: -3.17 eV
- Frontier orbital gap: 6.9 eV

*Q*
The following is a quantum chemistry calculation of 2 unconnected molecules or ions with the total composition C4H9O3, from the Open Molecules 2025 dataset.

Atoms and positions in Å:
C -0.7129 0.3486 -1.8767
C 0.5496 -0.4716 -1.9023
C -0.7335 1.3972 -0.7028
O 0.3081 1.7112 -0.0935
O -1.8343 2.0024 -0.5897
H -0.8276 0.8747 -2.8384
H -1.5456 -0.3684 -1.7398
H 0.6156 -1.3309 -2.5565
H 0.6617 -0.9506 -0.8889
H 1.4403 0.1845 -1.9940
C 0.4673 -0.1975 2.5348
O 0.4450 -1.6627 2.8956
H -0.3492 -1.9282 2.4120
H 0.4246 0.2703 3.5026
H 1.3818 -0.1979 1.8581
H -0.2908 0.3189 1.9796

- 2S+1: 1
- Net charge: -1
- HOMO level: -3.94 eV
- Frontier orbital gap: 7.6 eV

Energy relative to the most stable one, in hartree: *P* 0.0083; *Q* 0.0000

*P*
The following is a quantum chemistry calculation of 2 unconnected molecules or ions with the total composition C4H9O3, from the Open Molecules 2025 dataset.

Atoms and positions in Å:
C 0.9388 -1.2773 -0.5947
C 0.8254 -2.0927 0.6889
O 1.7069 -0.1128 -0.3906
H 1.3795 -1.8475 -1.4152
H -0.0897 -1.0017 -0.8626
H 1.8073 -2.4698 1.0098
H 1.2104 0.3782 0.3106
H 0.2168 -3.0001 0.7103
H 0.5085 -1.4113 1.4843
C -1.3448 1.9547 -0.7312
C -1.0905 1.5970 0.7321
O -2.0928 1.4429 1.4588
O 0.1157 1.5000 1.0523
H -0.7018 1.3970 -1.4218
H -1.0204 2.9835 -0.9244
H -2.3692 1.9599 -1.1065

- 2S+1: 1
- Net charge: -1
- HOMO level: -4.36 eV
- Frontier orbital gap: 8.4 eV

*Q*
The following is a quantum chemistry calculation of 2 unconnected molecules or ions with the total composition C4H9O3, from the Open Molecules 2025 dataset.

Atoms and positions in Å:
C 2.4458 1.0381 1.3394
O 1.2160 1.7403 1.1673
H 0.5903 1.5190 1.8617
H 2.6910 1.0426 2.3963
H 3.1817 1.6205 0.7717
H 2.3451 0.0302 0.9440
C -1.2407 0.3782 -0.5318
C -1.2364 0.4336 -2.0280
C -0.7419 -1.0327 -0.0897
O 0.0010 -1.1633 0.9312
O -0.9470 -2.0111 -0.8575
H -0.4948 1.0534 -0.1544
H -2.1282 0.5698 0.0779
H -0.1680 0.5098 -2.2843
H -1.7421 1.2100 -2.5986
H -1.3843 -0.5845 -2.4663

- 2S+1: 1
- Net charge: -1
- HOMO level: -3.58 eV
- Frontier orbital gap: 7.4 eV

*R*
The following is a quantum chemistry calculation of 2 unconnected molecules or ions with the total composition C4H9O3, from the Open Molecules 2025 dataset.

Atoms and positions in Å:
O -2.2209 0.7396 -0.4266
C -1.6656 -0.3766 -0.6477
O -2.0769 -1.2884 -1.3914
C -0.3145 -0.6490 0.0503
C 0.8355 -0.5022 -0.9970
C 2.1186 -0.1115 -0.2278
H -0.2732 -1.6852 0.4007
H -0.2365 -0.0165 0.9282
H 0.5093 0.3596 -1.5790
H 1.0129 -1.4088 -1.5620
H 1.8566 0.6076 0.5520
H 2.5180 -0.9301 0.3804
H 2.9380 0.3024 -0.8149
H -2.0641 1.2041 1.2630
H -1.2107 2.2651 1.9149
O -1.7266 1.4898 2.1571

- 2S+1: 1
- Net charge: -1
- HOMO level: -4.27 eV
- Frontier orbital gap: 8.1 eV

Energy relative to the most stable one, in hartree: *P* 0.0102; *Q* 0.0480; *R* 0.0000